(1)
This record from the Open Molecules 2025 dataset describes one molecule with the formula C3H5N3OS. The level of theory is ωB97M-V with the def2-TZVPD basis set.

```
13
Properties=species:S:1:pos:R:3:nbo_charge:R:1
C 0.95541 1.12351 0.24916 -0.134
C 1.90446 0.24166 -0.35504 0.074
C -1.07595 0.08006 1.05522 -0.051
N -0.12612 0.72523 0.74817 -0.174
N -2.54575 0.66879 -0.97819 -1.172
N 1.67718 -1.00201 -0.36652 -0.629
O -2.79881 -1.62076 0.30662 -0.914
S -2.55828 -0.22759 0.21327 1.866
H 1.31853 2.01756 0.66341 0.211
H 2.85871 0.68275 -0.76093 0.170
H -2.75493 0.45069 -1.86393 0.395
H 2.33652 -1.70845 -0.74758 0.364
H -3.61474 0.26356 0.94972 -0.004
```

The calculation puts the relative energy (zero: lowest compared OMol25 entry of this formula, charge and spin) at 6.847 eV. The value obtained for the HOMO-LUMO gap is 8.15 eV. The total energy is -754.78744 hartree. The value obtained for the HOMO energy is -8.48 eV.



(2)
This record from the Open Molecules 2025 dataset describes one molecule with the formula C2H2F4O. The level of theory is ωB97M-V with the def2-TZVPD basis set.

```
9
Properties=species:S:1:pos:R:3:nbo_charge:R:1
F -1.58773 2.09504 0.37737 -0.142
O -1.05722 0.78766 0.56081 -0.153
C 0.15337 0.68162 0.13539 0.380
F 1.08361 1.08529 1.02305 -0.333
C 0.37676 -1.14565 -0.32533 0.584
F -0.18210 -1.47252 -1.45543 -0.292
F -0.27970 -1.86488 0.65246 -0.349
H 0.13308 1.18248 -0.85974 0.161
H 1.35994 -1.34904 -0.10858 0.144
```

Its SMILES is FO[C@@H](F)C(F)F. The calculation puts the relative energy (zero: lowest compared OMol25 entry of this formula, charge and spin) at 5.157 eV. The value obtained for the HOMO-LUMO gap is 11.42 eV. The total energy is -551.92585 hartree. The value obtained for the HOMO energy is -11.43 eV.



(3)
This record from the Open Molecules 2025 dataset describes an isolated ion of composition C5H6N and charge +1. The level of theory is ωB97M-V with the def2-TZVPD basis set.

```
12
Properties=species:S:1:pos:R:3:nbo_charge:R:1
C -2.06651 -1.36883 -0.38765 -0.710
C -0.99169 -0.38894 -0.24208 0.161
C -0.17049 0.48100 -0.16036 0.006
N 0.87252 1.37626 0.09560 -0.407
C 2.26366 0.74014 -0.15482 0.036
C 1.77561 0.71372 1.06199 0.036
H -2.58203 -1.17186 -1.32241 0.269
H -1.79168 -2.38338 -0.50030 0.268
H -2.84713 -1.22380 0.45623 0.272
H 0.89966 2.42804 0.03986 0.473
H 2.85867 0.34378 -0.98357 0.305
H 1.77941 0.45388 2.09751 0.292
```

Its SMILES is CC#C[NH+]1C=C1. The calculation puts the relative energy (zero: lowest compared OMol25 entry of this formula, charge and spin) at 5.688 eV. The value obtained for the HOMO-LUMO gap is 10.25 eV. The total energy is -248.40665 hartree. The charge is +1. The value obtained for the HOMO energy is -14.67 eV.



(4)
This record from the Open Molecules 2025 dataset describes a 2-piece molecular cluster, C4H8ClN2 overall. The level of theory is ωB97M-V with the def2-TZVPD basis set.

```
15
Properties=species:S:1:pos:R:3:nbo_charge:R:1
C 0.09095 0.64321 -1.56875 0.386
C 0.29596 1.09249 0.60294 -0.289
C -0.78766 0.05212 0.38929 0.081
C 0.37592 -1.82104 0.95761 -0.513
N 0.75401 1.32449 -0.69163 -0.498
N -0.86898 -0.10679 -1.04263 -0.545
Cl -2.22954 0.00314 1.31604 0.106
H 0.29743 0.66500 -2.53834 0.229
H -0.23768 2.06335 1.14061 0.235
H 0.97583 0.72832 1.32848 0.253
H 1.21228 -1.67124 0.25138 0.190
H -0.27729 -2.56051 0.49767 0.206
H 0.54282 -1.83096 2.04918 0.229
H 1.34758 2.11942 -1.07824 0.463
H -1.49162 -0.70100 -1.61359 0.468
```

The calculation puts the relative energy (zero: lowest compared OMol25 entry of this formula, charge and spin) at 3.541 eV. The value obtained for the HOMO-LUMO gap is 8.50 eV. The total energy is -726.56327 hartree. The charge is +1. The value obtained for the HOMO energy is -12.69 eV.



(5)
This record from the Open Molecules 2025 dataset describes C18H41FeN2OP3S as an isolated structure. The level of theory is ωB97M-V with the def2-TZVPD basis set.

```
67
Properties=species:S:1:pos:R:3:nbo_charge:R:1
Fe 0.55782 1.16918 -0.35456 0.655
P 2.39090 0.70059 -1.36787 0.993
P -1.01018 0.88566 -1.81417 0.889
P 0.96745 0.66545 1.74339 0.906
H -3.57461 -2.02908 -0.21144 0.198
C -3.57851 -2.04382 0.88058 -0.345
C -3.89001 -0.96818 1.61913 -0.454
H -4.25865 -0.04308 1.16903 0.184
C 2.29120 -0.88274 -2.29546 -0.944
C 3.01305 1.86188 -2.63689 -0.925
C 3.90334 0.46487 -0.36552 -0.922
C -2.70888 0.72463 -1.16815 -0.951
C -1.08781 2.32860 -2.94381 -0.926
C -1.00921 -0.53697 -2.94841 -0.936
C -0.62306 0.35487 2.58765 -0.957
C 1.74937 2.01019 2.73161 -0.926
C 1.94310 -0.81696 2.17082 -0.938
H -3.40114 -3.01992 1.34153 0.213
H -3.87755 -1.01393 2.71035 0.215
H 3.25465 -1.40440 -2.23651 0.289
H 2.04688 -0.68674 -3.34586 0.271
H 1.51805 -1.53555 -1.87085 0.269
H 4.10448 1.76228 -2.68035 0.282
H 2.74946 2.88232 -2.33160 0.254
H 2.56297 1.63513 -3.61117 0.270
H 4.77282 0.66960 -1.00242 0.291
H 3.96098 -0.56147 0.01458 0.269
H 3.90998 1.16906 0.47601 0.254
H -3.36131 0.44906 -2.00767 0.276
H -3.05745 1.66091 -0.71808 0.240
H -2.75261 -0.06904 -0.41428 0.296
H -1.79020 2.08754 -3.75307 0.282
H -0.09027 2.50964 -3.36487 0.251
H -1.42066 3.23098 -2.41085 0.243
H -1.97095 -0.55712 -3.47995 0.276
H -0.90684 -1.44151 -2.33232 0.294
H -0.18551 -0.46301 -3.66810 0.248
H -0.43408 -0.26664 3.46969 0.283
H -1.30106 -0.18367 1.91543 0.286
H -1.06547 1.30728 2.90302 0.236
H 1.86911 1.66978 3.77084 0.284
H 1.12472 2.91442 2.70941 0.264
H 2.73398 2.25379 2.31028 0.257
H 1.85174 -0.98802 3.24975 0.278
H 2.99468 -0.66896 1.90716 0.257
H 1.54619 -1.68511 1.63113 0.265
C -0.32642 -3.01724 0.33488 0.384
C 0.69784 -3.77486 -0.36821 -0.220
C 1.47070 -4.70412 0.30540 -0.212
C 1.20026 -5.03335 1.64266 -0.099
C 0.14854 -4.39938 2.31956 -0.146
C -0.62071 -3.44323 1.68749 -0.247
O -0.89533 -2.00658 -0.19062 -0.626
H 1.45908 2.39365 -0.59498 0.068
H 0.85214 -3.54463 -1.41779 0.219
H 2.29373 -5.19057 -0.22014 0.252
H 1.79538 -5.79893 2.15069 0.253
H -0.06050 -4.65642 3.35517 0.241
H -1.44993 -2.95155 2.18721 0.232
N -2.14793 4.70406 -0.43820 -0.717
C -1.73255 3.65666 0.30056 0.374
N -2.64632 2.98971 1.03012 -0.736
S -0.05102 3.23308 0.29775 -0.087
H -3.07761 5.09048 -0.32255 0.442
H -1.45542 5.28734 -0.89786 0.450
H -2.36494 2.24030 1.65624 0.438
H -3.54986 3.42377 1.20545 0.441
```

As for the multiplicity: 6. The calculation puts the relative energy (zero: lowest compared OMol25 entry of this formula, charge and spin) at 1.987 eV. The value obtained for the HOMO-LUMO gap (alpha / beta) is 5.88 / 5.42 eV. The total energy is -3580.07600 hartree. The charge is +3. The value obtained for the HOMO energy (alpha / beta) is -16.40 / -17.04 eV.



(6)
This record from the Open Molecules 2025 dataset describes C25H24BrFN5OSV as an isolated structure. The level of theory is ωB97M-V with the def2-TZVPD basis set.

```
59
Properties=species:S:1:pos:R:3:nbo_charge:R:1
V 0.41870 -0.51226 -0.00815 1.561
C 3.83859 0.44701 -1.52530 -0.710
C 2.73590 -0.54183 -1.61695 0.739
O 1.52820 -0.24680 -1.23847 -0.688
N 2.94887 -1.74072 -2.06920 -0.449
C 1.89660 -2.76592 -2.07421 -0.269
C 1.71194 -3.32906 -0.67827 0.204
C 2.02114 -4.65410 -0.42924 -0.202
C 1.93781 -5.14957 0.86658 -0.076
C 1.56221 -4.28368 1.88140 -0.196
C 1.24555 -2.97991 1.55589 0.068
N 1.30056 -2.50128 0.30288 -0.540
H 3.45380 1.45573 -1.65168 0.282
H 4.61292 0.25150 -2.26526 0.284
H 4.29969 0.37624 -0.53487 0.288
H 3.88047 -1.99994 -2.37267 0.462
H 2.19458 -3.55406 -2.75802 0.275
H 0.97163 -2.31755 -2.43759 0.247
H 2.32636 -5.29682 -1.24428 0.260
H 2.17587 -6.18426 1.07515 0.272
H 1.50942 -4.60838 2.91116 0.271
H 0.93348 -2.29616 2.33649 0.215
F -4.28635 -4.14026 0.17372 -0.259
C -3.27918 -3.31621 -0.00197 0.461
C -2.69472 -2.73147 1.11742 -0.229
C -1.65273 -1.84903 0.91289 -0.246
C -1.18377 -1.59587 -0.37520 -0.312
C -1.79159 -2.17106 -1.48225 -0.155
C -2.84990 -3.04352 -1.29597 -0.245
H -3.07698 -2.95298 2.10491 0.271
H -1.22468 -1.34001 1.78414 0.234
H -1.45604 -1.95498 -2.49037 0.229
H -3.36059 -3.51149 -2.12748 0.276
Br 1.82526 0.64471 2.06918 0.187
C 1.90605 2.40299 1.22980 0.173
C 2.62012 3.41718 1.82439 -0.255
C 2.61512 4.63668 1.15317 -0.106
C 1.89629 4.76108 -0.02599 -0.211
C 1.20533 3.65805 -0.50631 0.064
N 1.21716 2.47602 0.11815 -0.500
H 3.14384 3.28266 2.76094 0.267
H 3.16309 5.47795 1.55627 0.268
H 1.85371 5.69701 -0.56545 0.267
H 0.62331 3.71052 -1.41925 0.223
N -4.83258 4.22683 1.31339 -0.734
C -4.18232 3.96256 0.17907 0.033
S -4.46833 4.80336 -1.21773 0.004
C -3.12882 2.91309 0.19222 0.028
C -2.51373 2.46801 1.36640 -0.219
C -1.52096 1.51055 1.30115 0.059
N -1.10704 0.97107 0.14757 -0.538
C -1.69913 1.39113 -0.98659 0.052
C -2.68972 2.34200 -1.00494 -0.189
H -5.53462 4.95010 1.31242 0.440
H -4.73293 3.69385 2.16086 0.398
H -2.76806 2.87612 2.33437 0.249
H -1.04968 1.17417 2.21641 0.216
H -1.35573 0.94352 -1.91217 0.210
H -3.13339 2.64746 -1.94256 0.289
```

As for the multiplicity: 2. The calculation puts the relative energy (zero: lowest compared OMol25 entry of this formula, charge and spin) at 1.186 eV. The value obtained for the HOMO-LUMO gap (alpha / beta) is 3.93 / 4.61 eV. The total energy is -5331.19251 hartree. The charge is +3. The value obtained for the HOMO energy (alpha / beta) is -15.14 / -15.14 eV.



Question: relative energy (zero: lowest compared OMol25 entry of this formula, charge and spin) of number 6 (C25H24BrFN5OSV)?
Answer: 1.186 eV